(one)
The molecule C4H6O2. Source: the OMol25 dataset; level of theory: ωB97M-V/def2-TZVPD.

E_HOMO, eV: -9.74
Charge: 0
SMILES: C[C@H]1O[C@H]1C=O
Kohn-Sham gap, eV: 10.581
Lowest unoccupied orbital energy, eV: 0.84

Geometry as XYZ:
```
12
C4H6O2 ωB97M-V/def2-TZVPD
C -1.44752 0.68036 0.18033
C -0.51183 -0.66019 0.48872
O -0.33667 -0.58825 -0.99954
C 0.78779 -0.74498 -0.21744
C 1.80598 0.33084 -0.09808
O 2.98568 0.08203 -0.03649
H -2.33823 0.44680 0.72611
H -0.90968 1.55259 0.52603
H -1.78714 0.93522 -0.87228
H -0.84090 -1.67557 0.82143
H 1.17595 -1.72559 -0.47721
H 1.41659 1.36676 -0.04158
```

Mulliken population analysis, charges in e, atoms 1 to 6: -0.83, -0.18, -0.37, 0.27, -0.17, -0.46



(two)
The molecule C4H6O2. Source: the OMol25 dataset; level of theory: ωB97M-V/def2-TZVPD.

E_HOMO, eV: -9.75
Charge: 0
SMILES: C=CC(=O)CO
Kohn-Sham gap, eV: 10.515
Lowest unoccupied orbital energy, eV: 0.77

Geometry as XYZ:
```
12
C4H6O2 ωB97M-V/def2-TZVPD
C 0.68384 -1.33530 1.26009
C -0.31028 -0.53685 0.88191
C -0.65105 -0.36691 -0.56711
O -1.06409 -1.26532 -1.26675
C -0.35496 1.01203 -1.15120
O 0.15486 1.93143 -0.21583
H 1.25287 -1.90576 0.52876
H 0.97513 -1.43264 2.30216
H -0.85662 0.07224 1.60066
H 0.32377 0.85433 -2.00425
H -1.28103 1.43617 -1.55054
H 0.96810 1.55753 0.15149
```

Mulliken population analysis, charges in e, atoms 1 to 6: -0.58, -0.28, 0.50, -0.54, -0.29, -0.52



Q: Which of them is the most stable? A: (two).



(one)
The molecule C4H6O2. Source: the OMol25 dataset; level of theory: ωB97M-V/def2-TZVPD.

E_HOMO, eV: -9.43
Charge: 0
SMILES: O=CC[C@H]1CO1
Kohn-Sham gap, eV: 10.362
Lowest unoccupied orbital energy, eV: 0.93

Geometry as XYZ:
```
12
C4H6O2 ωB97M-V/def2-TZVPD
O -1.40581 -0.41785 1.78738
C -1.29812 0.62412 1.18547
C -0.29556 0.85215 0.08508
C 0.79220 -0.20277 -0.10289
C 0.78847 -1.25131 -1.25880
O 1.43163 0.00139 -1.31421
H -1.95858 1.48874 1.42433
H 0.24919 1.78541 0.29439
H -0.84247 1.05738 -0.85194
H 1.29461 -0.56279 0.78042
H 1.48148 -2.07752 -1.11601
H -0.23703 -1.29695 -0.91323
```

Mulliken population analysis, charges in e, atoms 1 to 6: -0.47, 0.04, -0.67, 0.06, -0.61, -0.37



(two)
A structure of composition C4H6O2. Source: the OMol25 dataset; level of theory: ωB97M-V/def2-TZVPD.

E_HOMO, eV: -8.59
Charge: 0
Kohn-Sham gap, eV: 9.178
Lowest unoccupied orbital energy, eV: 0.59

Geometry as XYZ:
```
12
C4H6O2 ωB97M-V/def2-TZVPD
O -1.05884 2.32378 0.16859
C -1.41320 1.16289 -0.11602
C -0.44900 0.09879 -0.13941
C 1.02652 0.13241 0.12753
C 0.85020 -1.38972 0.28189
O -0.59034 -1.23613 0.03274
H -2.45563 0.77980 -0.10159
H -1.16152 0.79856 -1.40214
H 1.27214 0.68193 1.04280
H 1.64982 0.48412 -0.69181
H 1.02552 -1.81038 1.27829
H 1.30432 -2.02605 -0.48087
```

Mulliken population analysis, charges in e, atoms 1 to 6: -0.66, -0.08, 0.26, -0.24, -0.28, -0.41



(three)
The molecule C4H6O2. Source: the OMol25 dataset; level of theory: ωB97M-V/def2-TZVPD.

E_HOMO, eV: -9.96
Charge: 0
SMILES: O=CC1COC1
Kohn-Sham gap, eV: 10.736
Lowest unoccupied orbital energy, eV: 0.77

Geometry as XYZ:
```
12
C4H6O2 ωB97M-V/def2-TZVPD
O -0.45496 -1.91171 1.59714
C 0.08785 -0.84397 1.44478
C -0.24578 0.13075 0.34531
C 0.83627 0.91120 -0.42822
O 0.29563 0.48533 -1.68320
C -0.70906 -0.32124 -1.04825
H 0.83453 -0.48747 2.19383
H -0.97586 0.81510 0.79388
H 0.78037 1.99872 -0.29723
H 1.87967 0.58748 -0.31050
H -0.61163 -1.38418 -1.30009
H -1.71704 0.02000 -1.30744
```

Mulliken population analysis, charges in e, atoms 1 to 6: -0.46, -0.21, 0.29, -0.45, -0.38, -0.38



(four)
A structure of composition C4H6O2. Source: the OMol25 dataset; level of theory: ωB97M-V/def2-TZVPD.

E_HOMO, eV: -8.60
Charge: 0
Kohn-Sham gap, eV: 9.391
Lowest unoccupied orbital energy, eV: 0.79

Geometry as XYZ:
```
12
C4H6O2 ωB97M-V/def2-TZVPD
C -1.42180 -0.50580 -0.40090
C -0.29611 -0.24781 0.57426
O 0.78357 -1.24406 0.50482
C 1.67155 -0.19718 0.28465
C 0.76421 0.77496 0.31134
O 0.72325 2.06299 -0.11950
H -2.11600 0.34245 -0.40005
H -1.04406 -0.64586 -1.41894
H -1.98074 -1.40239 -0.11105
H -0.64545 -0.18783 1.60547
H 0.82424 1.60347 -0.99508
H 2.73733 -0.35294 0.16497
```

Mulliken population analysis, charges in e, atoms 1 to 6: -1.28, 0.51, -0.41, -0.29, -0.02, -0.53



Q: Which of them is the most stable? A: (three).



(one)
A cluster of 2 separate species, C6H12N2 in total. Source: the OMol25 dataset; level of theory: ωB97M-V/def2-TZVPD.

E_HOMO, eV: -8.71
Charge: 0
SMILES: Cc1c[nH]cn1.CC
Kohn-Sham gap, eV: 9.648
Lowest unoccupied orbital energy, eV: 0.94

Geometry as XYZ:
```
20
C6H12N2 ωB97M-V/def2-TZVPD
C 1.32961 -1.31339 -0.66185
C -0.13278 -1.01770 -0.52970
C -1.21827 -1.80987 -0.32597
N -2.43710 -1.08465 -0.37906
C -2.01494 0.23175 -0.74648
N -0.65664 0.26798 -0.85193
H 1.83381 -0.42635 -1.22259
H 1.62921 -2.25344 -1.11398
H 1.93630 -1.25717 0.31719
H -1.22290 -2.89327 -0.27135
H -3.29209 -1.46750 -0.35642
H -2.75264 1.00409 -0.96111
C 1.36572 2.27800 1.03667
C 2.57042 1.75865 1.88819
H 1.79846 3.19193 0.54943
H 1.28917 1.57656 0.14329
H 0.36670 2.39825 1.40728
H 2.52010 2.09440 2.90011
H 3.44154 2.29854 1.36878
H 2.70993 0.68601 1.89107
```

Mulliken population analysis, charges in e, atoms 1 to 6: -1.10, 0.77, -0.54, -0.04, -0.23, -0.49



(two)
A cluster of 2 separate species, C6H12N2 in total. Source: the OMol25 dataset; level of theory: ωB97M-V/def2-TZVPD.

E_HOMO, eV: -8.15
Charge: 0
SMILES: C/C=N/C.C#CNC
Kohn-Sham gap, eV: 9.185
Lowest unoccupied orbital energy, eV: 1.04

Geometry as XYZ:
```
20
C6H12N2 ωB97M-V/def2-TZVPD
C 0.84008 1.63511 1.06058
C 0.98938 0.84955 -0.19530
N 1.24946 -0.40122 -0.16160
C 1.48581 -1.10691 -1.39348
H 1.74699 2.21471 1.24110
H 0.00529 2.32627 0.96431
H 0.67156 0.97640 1.91147
H 1.07745 1.42450 -1.12387
H 0.51949 -1.40845 -1.81007
H 2.06177 -2.00549 -1.17429
H 2.01099 -0.50306 -2.14233
C -1.77587 1.30916 -1.16130
C -1.60745 0.43067 -0.33487
N -1.87704 -0.46543 0.62935
C -0.97682 -1.43532 1.16648
H -1.51073 1.95707 -1.94785
H -2.84225 -0.77973 0.61240
H 0.12349 -1.20254 0.73743
H -1.22771 -2.45749 0.86883
H -0.96390 -1.35778 2.25300
```

Mulliken population analysis, charges in e, atoms 1 to 6: -1.00, -0.10, -0.47, -0.96, 0.38, 0.30



Q: Which of them is the most stable? A: (one).



(one)
A cluster of 2 separate species, C6H12N2 in total. Source: the OMol25 dataset; level of theory: ωB97M-V/def2-TZVPD.

E_HOMO (alpha / beta), eV: -7.35 / -8.41
Charge: 0
Kohn-Sham gap (alpha / beta), eV: 7.787 / 9.215
Lowest unoccupied orbital energy (alpha / beta), eV: 0.44 / 0.81

Geometry as XYZ:
```
20
C6H12N2 ωB97M-V/def2-TZVPD
C 0.42209 0.83251 1.54940
C -0.13113 -0.42299 0.92669
C 1.04267 0.19372 0.42361
C 2.38532 -0.31085 -0.09222
C -1.28553 -1.74499 -0.90665
C -1.43640 -0.63467 0.08373
N -0.65830 3.01450 -0.89054
N 0.34165 2.58138 -1.30688
H -0.16579 1.64897 1.30677
H 0.68987 0.83762 2.50854
H -0.02249 -1.31694 1.52177
H 2.10830 -0.60066 -1.11654
H 2.69681 -1.15155 0.41492
H 3.14307 0.45174 -0.11580
H -0.34394 -1.85206 -1.52213
H -2.28603 -1.96272 -1.34555
H -1.29362 -2.68461 -0.18535
H -2.27372 -0.93307 0.68368
H -1.80848 0.29709 -0.43143
H -1.12436 3.75757 -1.50603
```

Mulliken population analysis, charges in e, atoms 1 to 6: -0.88, -0.01, 0.37, -1.26, -0.99, -0.54



(two)
The molecule C6H12N2. Source: the OMol25 dataset; level of theory: ωB97M-V/def2-TZVPD.

E_HOMO, eV: -8.45
Charge: 0
SMILES: C[C@]12C[C@@H]1NC[C@H]2N
Kohn-Sham gap, eV: 9.478
Lowest unoccupied orbital energy, eV: 1.03

Geometry as XYZ:
```
20
C6H12N2 ωB97M-V/def2-TZVPD
C -1.34320 -1.25615 0.29887
C -0.57879 -0.26418 -0.54587
C -0.02657 -1.03079 -1.70802
C 0.89941 -0.61274 -0.56261
N 1.00181 -0.81350 0.95311
C 0.52237 0.58985 1.28825
C -0.40864 1.10367 0.11580
N 0.57916 1.98276 -0.51371
H -2.30893 -1.36398 -0.25655
H -1.57497 -0.89586 1.28420
H -0.92687 -2.23911 0.37818
H -0.64498 -1.88960 -1.76285
H 0.32794 -0.88677 -2.79503
H 1.46893 0.28346 -0.96415
H 1.81209 -1.17079 1.40597
H 0.04971 0.63325 2.40339
H 1.49897 1.14363 1.08968
H -1.46828 1.46474 0.42502
H 1.30393 2.51588 0.28095
H -0.18309 2.70622 -0.81463
```

Mulliken population analysis, charges in e, atoms 1 to 6: -1.71, 1.02, -0.90, -0.15, -0.41, -0.83



(three)
A cluster of 2 separate species, C6H12N2 in total. Source: the OMol25 dataset; level of theory: ωB97M-V/def2-TZVPD.

E_HOMO, eV: -9.26
Charge: 0
SMILES: C=CN=C.C=NCC
Kohn-Sham gap, eV: 10.308
Lowest unoccupied orbital energy, eV: 1.05

Geometry as XYZ:
```
20
C6H12N2 ωB97M-V/def2-TZVPD
C 1.49274 -1.47851 -1.18999
C 1.08027 -2.31945 -0.24552
N 1.26500 -2.09754 1.12891
C 2.43424 -1.89498 1.54543
H 1.84566 -0.49767 -0.90268
H 1.41663 -1.73160 -2.23512
H 0.65881 -3.28257 -0.50867
H 2.60458 -1.69288 2.60144
H 3.31101 -1.91880 0.88721
C -2.43036 0.07952 -0.95673
N -1.97806 1.25338 -1.01367
C -1.76588 1.95916 0.24179
C -0.33932 2.49795 0.29250
H -2.72666 -0.41683 -0.02526
H -2.47177 -0.48696 -1.88167
H -2.45681 2.80484 0.26176
H -1.98186 1.32988 1.11205
H -0.25593 3.32326 0.99650
H 0.36596 1.72495 0.59329
H -0.06827 2.84485 -0.70157
```

Mulliken population analysis, charges in e, atoms 1 to 6: -0.64, 0.05, -0.46, -0.34, 0.21, 0.26



Q: Which of them is the most stable? A: (three).